(A)
# CH3NOS2

A cluster of 2 separate species, CH3NOS2 in total (the ωB97M-V functional and the def2-TZVPD basis, the Open Molecules 2025 dataset).

Geometry (Å):
S: -0.6731 1.4117 -2.2940
S: -0.0870 0.8511 0.7815
O: -1.4342 0.7683 -1.1862
N: 1.0618 1.6159 0.2919
C: 0.2617 -0.9373 0.6113
H: 1.3121 -1.0838 0.6356
H: -0.2766 -1.3790 1.4821
H: -0.1646 -1.2470 -0.3221

## Properties
E_HOMO (spin up / spin down), eV: -8.4 / -8.4
LUMO (spin up / spin down), eV: -2.26 / -2.06
HOMO-LUMO gap (spin up / spin down), eV: 6.12 / 6.38

(B)
# CH3NOS2

A cluster of 2 separate species, CH3NOS2 in total (the ωB97M-V functional and the def2-TZVPD basis, the Open Molecules 2025 dataset).

Geometry (Å):
S: -2.9395 -0.0769 -0.0083
S: 1.9203 0.6617 -0.4980
O: 2.3455 -0.0460 0.7973
N: -0.4695 0.5111 -0.5480
C: -1.3016 -0.2925 -0.0084
H: -1.0319 -1.2757 0.2347
H: 2.0883 -0.9878 0.8187
H: -0.6116 1.5061 -0.7880

## Properties
E_HOMO (spin up / spin down), eV: -8.2 / -8.2
LUMO (spin up / spin down), eV: -2.14 / -2.13
HOMO-LUMO gap (spin up / spin down), eV: 6.02 / 6.02

Which of them is most stable, and which least? Most stable: (B); least stable: (A).

(A)
# CH8O5

A cluster of 4 separate species, CH8O5 in total (the ωB97M-V functional and the def2-TZVPD basis, the Open Molecules 2025 dataset).

Geometry (Å):
O: 0.1838 5.5385 -0.2255
O: -1.9598 -0.9466 -2.5444
O: -0.4143 1.1595 2.6265
O: 2.6997 -5.5540 0.6762
O: -0.9938 1.1673 0.4718
C: -1.0399 0.6854 1.7214
H: -1.6992 -0.1853 1.7696
H: 2.7296 -6.4341 0.2816
H: -0.2391 1.7143 0.2267
H: 1.1274 5.4182 -0.4002
H: 3.5819 -5.4926 1.0675
H: -0.0500 6.0068 -1.0485
H: -1.2856 -1.4384 -2.0568
H: -2.6408 -1.6389 -2.5659

## Properties
E_HOMO, eV: -10.7
LUMO, eV: 0.64
HOMO-LUMO gap, eV: 11.33
Structure (SMILES): O=CO.O.O.O

(B)
# CH8O5

A cluster of 4 separate species, CH8O5 in total (the ωB97M-V functional and the def2-TZVPD basis, the Open Molecules 2025 dataset).

Geometry (Å):
O: 0.3434 -0.7952 -0.5262
O: -1.5621 -1.6115 -1.3457
O: -2.5904 0.0579 0.4671
O: 3.7031 0.7242 0.8561
O: 0.0276 2.0738 0.7152
C: -0.2653 -1.3895 -1.3828
H: 3.2708 0.0055 1.3323
H: 0.6421 1.3299 0.7097
H: 0.1949 -1.7883 -2.2946
H: -1.8189 0.3666 0.9657
H: 3.7388 0.3824 -0.0447
H: -3.2791 -0.1197 1.1164
H: -0.5328 1.9435 -0.0608
H: -1.8721 -1.1798 -0.5076

## Properties
E_HOMO, eV: -11.1
LUMO, eV: 0.44
HOMO-LUMO gap, eV: 11.49
Structure (SMILES): O=CO.O.O.O

Which of them is most stable, and which least? Most stable: (B); least stable: (A).

(A)
# C2H3NOS2

An isolated molecule of C2H3NOS2 (the ωB97M-V functional and the def2-TZVPD basis, the Open Molecules 2025 dataset).

Geometry (Å):
S: -0.3310 1.1914 2.2296
S: -0.2823 -0.2314 -2.8992
O: 0.2748 -1.7555 -0.8922
N: 0.1140 0.1657 0.9086
C: -0.0853 -0.5989 -1.3341
C: -0.3174 0.4382 -0.2677
H: 0.5609 -1.6324 -0.0011
H: -0.7866 1.3494 -0.5200
H: 0.8529 1.0735 2.7761

## Properties
E_HOMO, eV: -9.1
LUMO, eV: -0.84
HOMO-LUMO gap, eV: 8.29
Structure (SMILES): OC(=S)/C=N/S

(B)
# C2H3NOS2

An isolated molecule of C2H3NOS2 (the ωB97M-V functional and the def2-TZVPD basis, the Open Molecules 2025 dataset).

Geometry (Å):
S: 1.5657 -0.9722 0.0423
S: 0.3782 1.8157 -0.0298
O: -1.1627 -1.7896 -0.0753
N: -2.0815 0.3089 0.1194
C: -1.0830 -0.5703 -0.0408
C: 0.2806 0.1322 -0.0976
H: 2.5358 -0.0613 0.2068
H: -1.8434 1.2971 0.1017
H: -3.1077 0.0513 0.0892

## Properties
E_HOMO, eV: -9.2
LUMO, eV: -1.24
HOMO-LUMO gap, eV: 7.95
Structure (SMILES): NC(=O)C(=S)S

(C)
# C2H3NOS2

An isolated molecule of C2H3NOS2 (the ωB97M-V functional and the def2-TZVPD basis, the Open Molecules 2025 dataset).

Geometry (Å):
S: -1.5091 0.1935 -0.8793
S: 1.5038 -0.2628 -1.3166
O: 0.0771 1.1690 1.8095
N: 0.0160 -0.2236 2.0143
C: 0.1137 -0.2536 -0.4679
C: 0.0531 -0.8723 0.8900
H: 0.0720 -1.9769 0.9602
H: -1.8804 0.5594 0.3392
H: 0.1630 1.4943 2.7256

## Properties
E_HOMO, eV: -9.1
LUMO, eV: -0.72
HOMO-LUMO gap, eV: 8.37
Structure (SMILES): O/N=C\C(=S)S

Which of them is most stable, and which least? Most stable: (B); least stable: (C).